[1]
Density functional theory data (the ωB97M-V functional and the def2-TZVPD basis) for 9 unconnected molecules or ions with the total composition C25H53Br8N3O5 at a distorted geometry.

Values from the calculation:
**Frontier orbital gap**: 9.635 eV
**LUMO level**: 0.3874 eV
**HOMO**: -9.248 eV
**Maximum force**: 2.8 eV/A

CARTESIAN COORDINATES (ANGSTROEM)
C -2.65 -5.00 -2.09
N -2.12 -4.97 -0.78
C -2.14 -6.17 -0.06
C -1.63 -3.83 -0.27
O -1.23 -3.71 0.87
H -2.34 -4.07 -2.66
H -3.73 -5.06 -2.06
H -2.23 -5.81 -2.69
H -3.07 -6.72 -0.24
H -1.36 -6.86 -0.36
H -2.10 -5.91 1.02
H -1.60 -3.01 -1.02
C -2.87 5.51 0.30
N -2.75 4.59 -0.81
C -1.43 4.06 -1.08
C -3.74 4.56 -1.73
O -3.79 3.84 -2.69
H -3.63 5.23 0.98
H -2.92 6.61 0.11
H -1.95 5.52 0.86
H -1.29 3.72 -2.10
H -0.79 4.88 -0.89
H -1.10 3.23 -0.40
H -4.55 5.30 -1.51
C 1.17 -3.83 3.53
N 1.04 -2.38 3.60
C -0.18 -1.82 4.04
C 2.02 -1.56 3.12
O 1.81 -0.36 2.99
H 2.22 -4.04 3.30
H 0.53 -4.21 2.82
H 0.91 -4.33 4.49
H 0.03 -0.85 4.51
H -0.92 -1.54 3.21
H -0.70 -2.50 4.76
H 3.05 -2.06 2.90
C 2.34 5.14 2.64
C 1.86 4.11 3.65
C 0.97 3.28 2.76
O 0.28 4.29 1.90
C 1.24 5.24 1.52
H 3.23 4.68 2.26
H 2.56 6.17 3.03
H 1.24 4.47 4.49
H 2.67 3.52 4.11
H 0.22 2.74 3.32
H 1.46 2.55 2.09
H 0.73 6.19 1.45
H 1.70 5.00 0.57
C 0.64 0.42 0.06
C 0.67 -0.93 -0.78
C 1.65 -0.62 -1.99
O 2.32 0.55 -1.65
C 1.45 1.36 -0.83
H 1.25 0.29 0.95
H -0.32 0.83 0.26
H -0.33 -1.16 -1.18
H 0.99 -1.79 -0.23
H 1.12 -0.51 -2.95
H 2.36 -1.42 -2.09
H 0.82 1.89 -1.54
H 2.18 2.03 -0.39
Br -0.97 1.29 -3.96
C -2.42 2.02 -4.95
C -3.63 1.12 -4.89
Br -3.45 -0.46 -6.01
H -2.16 2.28 -5.97
H -2.67 2.92 -4.40
H -4.53 1.69 -5.27
H -3.86 0.74 -3.85
Br 5.25 2.01 1.37
C 5.68 0.28 0.52
C 4.54 -0.70 0.79
Br 5.16 -2.49 0.28
H 6.62 -0.06 1.05
H 5.86 0.44 -0.57
H 3.59 -0.49 0.27
H 4.28 -0.94 1.83
Br 1.08 -5.21 -3.53
C 2.26 -4.37 -2.14
C 2.93 -5.48 -1.31
Br 1.82 -6.19 0.05
H 1.60 -3.77 -1.55
H 2.99 -3.73 -2.66
H 3.75 -5.06 -0.67
H 3.35 -6.32 -1.93
Br -3.83 -0.90 -1.36
C -3.46 0.83 -0.43
C -3.20 0.57 1.01
Br -2.68 2.29 1.83
H -4.38 1.41 -0.63
H -2.51 1.20 -0.94
H -2.28 -0.02 1.08
H -4.00 0.28 1.60

Mulliken atomic charge list, values in e, 2 entries: -1.007, 0.250

=====

[2]
Density functional theory data (the ωB97M-V functional and the def2-TZVPD basis) for 11 unconnected molecules or ions with the total composition C25H53Cl16N3O3 at a distorted geometry.

Values from the calculation:
**Frontier orbital gap**: 9.225 eV
**LUMO level**: -0.0210 eV
**HOMO**: -9.246 eV
**Maximum force**: 4.3 eV/A

CARTESIAN COORDINATES (ANGSTROEM)
C -0.55 0.83 3.66
N 0.39 -0.25 3.76
C 0.98 -0.58 4.91
C 2.18 -1.55 4.85
O 0.59 -0.11 5.98
H -0.67 1.26 2.66
H -0.24 1.66 4.31
H -1.56 0.58 4.01
H 0.71 -0.67 2.89
H 2.99 -1.05 5.34
H 2.57 -1.82 3.88
H 1.93 -2.49 5.32
C 3.68 1.38 2.18
N 4.54 2.47 1.78
C 5.87 2.46 1.93
C 6.55 3.76 1.67
O 6.51 1.46 2.40
H 2.96 1.79 2.89
H 4.32 0.61 2.63
H 3.22 0.89 1.35
H 4.17 3.40 1.66
H 6.32 4.39 2.53
H 6.19 4.29 0.76
H 7.65 3.68 1.63
C -1.85 -0.82 0.67
N -0.86 -0.36 -0.27
C 0.45 -0.29 0.02
C 1.30 0.56 -0.88
O 0.97 -0.79 1.04
H -1.39 -1.46 1.41
H -2.66 -1.33 0.12
H -2.22 0.06 1.22
H -1.12 0.01 -1.19
H 1.48 1.53 -0.37
H 0.85 0.77 -1.84
H 2.24 0.09 -1.08
Cl -3.15 -4.47 -2.12
C -1.55 -4.60 -1.37
C -0.81 -5.82 -1.85
Cl -0.35 -5.64 -3.61
H -1.73 -4.69 -0.27
H -1.05 -3.65 -1.58
H -1.35 -6.76 -1.85
H 0.13 -5.78 -1.29
Cl 5.22 0.26 -1.20
C 5.66 1.71 -2.02
C 4.58 2.42 -2.80
Cl 3.98 1.48 -4.21
H 6.41 1.48 -2.78
H 6.07 2.40 -1.32
H 4.96 3.40 -3.15
H 3.68 2.56 -2.16
Cl -2.17 -0.74 -3.36
C -1.52 -1.58 -4.75
C -0.03 -1.96 -4.65
Cl 1.04 -0.48 -4.49
H -1.65 -0.92 -5.60
H -2.08 -2.51 -4.79
H 0.27 -2.44 -5.58
H 0.13 -2.45 -3.71
Cl -4.23 1.05 -1.21
C -3.60 2.59 -0.52
C -4.72 3.42 0.12
Cl -5.89 3.99 -1.06
H -3.15 3.09 -1.36
H -2.86 2.29 0.19
H -4.23 4.27 0.62
H -5.27 2.77 0.82
Cl -4.69 -2.96 1.24
C -6.17 -2.25 0.30
C -6.07 -2.37 -1.18
Cl -7.66 -2.02 -1.96
H -6.31 -1.22 0.63
H -6.98 -2.86 0.66
H -5.89 -3.40 -1.46
H -5.36 -1.69 -1.64
Cl -6.96 0.99 2.27
C -5.80 0.62 3.58
C -4.39 0.69 3.16
Cl -3.74 2.37 3.15
H -6.01 -0.41 3.90
H -6.10 1.33 4.33
H -4.11 0.22 2.20
H -3.76 0.17 3.93
Cl 0.33 5.68 -2.27
C 1.27 4.10 -2.52
C 0.82 3.37 -3.74
Cl -0.78 2.58 -3.43
H 1.18 3.51 -1.61
H 2.32 4.33 -2.69
H 1.50 2.54 -3.87
H 0.74 4.02 -4.60
Cl 2.14 -2.91 -1.88
C 3.13 -2.75 -0.39
C 2.68 -3.80 0.56
Cl 3.87 -3.89 1.96
H 3.00 -1.72 0.02
H 4.12 -2.99 -0.73
H 2.69 -4.77 0.10
H 1.75 -3.55 1.09

Mulliken atomic charge list, values in e, 2 entries: -1.015, 0.314

=====

[3]
Density functional theory data (the ωB97M-V functional and the def2-TZVPD basis) for a molecular structure, C25H53ClO3P2RuSSi2 at a distorted geometry.

Values from the calculation:
**Frontier orbital gap (alpha / beta)**: 6.730 / 7.233 eV
**LUMO level (alpha / beta)**: 0.5200 / -1.1470 eV
**HOMO (alpha / beta)**: -6.210 / -8.380 eV
**Maximum force**: 2.6 eV/A
**Energy relative to the best compared isomer or geometry (same formula, charge and spin)**: 0.00 kcal/mol
**Spin multiplicity**: 5

CARTESIAN COORDINATES (ANGSTROEM)
Ru 0.29 0.26 0.25
C 1.73 -1.19 2.07
C 2.48 -0.77 0.95
C 2.37 0.70 0.91
Si 3.08 -2.00 -0.34
C 1.47 1.10 1.95
C 0.99 -0.11 2.62
Si -0.50 -0.44 3.71
H 1.69 -2.21 2.45
H 3.00 1.35 0.33
H 1.31 2.12 2.27
Cl -2.63 3.29 -2.51
C -0.67 -2.25 4.09
C -0.40 0.61 5.24
C 2.89 -3.75 0.27
C 4.85 -1.65 -0.78
H 0.63 0.58 5.62
H -1.07 0.19 6.00
H -0.67 1.66 5.05
H -1.25 -2.77 3.32
H -1.19 -2.36 5.05
H 0.32 -2.72 4.17
H 5.41 -1.46 0.14
H 4.99 -0.79 -1.45
H 5.28 -2.54 -1.27
H 3.40 -3.86 1.24
H 3.34 -4.44 -0.45
H 1.83 -4.00 0.41
C -2.01 0.01 2.66
C 1.92 -1.76 -1.81
P -1.58 1.12 1.28
H -2.78 0.45 3.32
H -2.42 -0.92 2.23
P 1.14 -0.12 -1.93
H 1.08 -2.47 -1.71
H 2.48 -2.01 -2.72
C 0.29 -0.13 -3.60
C 2.66 0.95 -2.31
C -1.31 2.76 2.16
C -3.16 1.28 0.32
C -3.28 0.18 -0.74
H -3.06 2.25 -0.20
C -4.43 1.27 1.17
H -4.57 0.28 1.63
H -5.29 1.46 0.51
H -4.45 2.02 1.96
H -2.31 -0.03 -1.21
H -3.98 0.50 -1.52
H -3.63 -0.76 -0.30
H -0.52 2.53 2.89
C -2.52 3.29 2.92
C -0.77 3.83 1.21
H -2.90 2.60 3.68
H -3.33 3.57 2.23
H -2.23 4.21 3.45
H 0.12 3.48 0.67
H -0.48 4.71 1.79
H -1.54 4.14 0.50
H 3.36 0.73 -1.50
C 2.29 2.43 -2.26
C 3.35 0.61 -3.64
H 3.78 -0.40 -3.67
H 4.18 1.31 -3.78
H 2.68 0.73 -4.50
H 1.77 2.69 -1.32
H 1.65 2.70 -3.11
H 3.20 3.03 -2.32
C -1.22 -0.13 -3.49
C 0.70 -1.29 -4.51
H 0.60 0.82 -4.07
H 0.44 -2.25 -4.05
H 1.77 -1.30 -4.77
H 0.14 -1.21 -5.45
H -1.58 -1.02 -2.96
H -1.65 -0.15 -4.51
H -1.60 0.77 -3.01
C -0.98 2.87 -2.01
H -0.95 1.89 -1.48
H -0.37 2.84 -2.91
H -0.60 3.66 -1.35
C -1.24 -4.71 0.24
S -1.56 -2.98 -0.06
O -1.87 -2.83 -1.48
O -2.62 -2.60 0.88
O -0.25 -2.36 0.29
H -2.19 -5.27 0.16
H -0.84 -4.78 1.26
H -0.52 -5.09 -0.48

Mulliken atomic charge list, values in e, 2 entries: -0.825, 0.405

=====

[4]
Density functional theory data (the ωB97M-V functional and the def2-TZVPD basis) for a molecular structure, C25H53N3O20Zr2 at a distorted geometry.

Values from the calculation:
**Frontier orbital gap**: 6.346 eV
**LUMO level**: -7.9623 eV
**HOMO**: -14.309 eV
**Maximum force**: 9.4 eV/A
**Charge**: +2

CARTESIAN COORDINATES (ANGSTROEM)
Zr 7.63 -6.38 -14.64
Zr 5.32 -9.46 -16.26
O 6.33 -4.70 -14.79
C 4.99 -5.04 -15.09
C 4.79 -6.32 -16.00
O 5.75 -7.39 -15.68
H 4.50 -4.24 -15.65
H 4.42 -5.19 -14.17
H 4.80 -6.07 -17.06
H 3.83 -6.83 -15.81
O 6.32 -10.32 -14.57
C 6.71 -10.21 -13.23
C 6.59 -8.85 -12.47
O 7.00 -7.68 -13.09
H 7.76 -10.54 -13.20
H 6.15 -10.95 -12.65
H 7.07 -8.90 -11.49
H 5.51 -8.73 -12.29
O 7.10 -9.56 -17.38
C 8.48 -9.46 -17.52
C 9.27 -8.90 -16.30
O 8.87 -7.72 -15.68
H 8.67 -8.83 -18.40
H 8.92 -10.43 -17.79
H 10.33 -8.87 -16.59
H 9.20 -9.69 -15.54
C 2.99 -11.43 -11.61
N 2.22 -10.60 -10.63
O 1.10 -10.90 -10.35
O 2.82 -9.61 -10.26
H 2.82 -11.06 -12.61
H 2.67 -12.45 -11.42
H 4.04 -11.37 -11.34
C 2.81 -7.27 -12.32
N 3.36 -6.67 -11.07
O 4.35 -5.98 -11.20
O 2.65 -6.76 -10.11
H 1.95 -6.65 -12.57
H 2.52 -8.29 -12.08
H 3.50 -7.13 -13.15
C 5.54 -8.33 -8.49
N 6.48 -8.07 -7.36
O 7.19 -7.09 -7.46
O 6.48 -8.88 -6.46
H 4.76 -7.56 -8.50
H 5.16 -9.34 -8.45
H 6.05 -8.16 -9.44
O 7.11 -10.75 -9.44
C 8.25 -10.72 -9.83
O 8.81 -11.57 -10.70
C 8.06 -12.73 -11.04
C 8.21 -13.93 -10.11
C 9.18 -9.54 -9.56
H 8.54 -13.06 -11.97
H 7.01 -12.51 -11.23
H 8.00 -13.74 -9.05
H 9.23 -14.32 -10.09
H 7.63 -14.80 -10.41
H 8.88 -9.04 -8.64
H 9.10 -8.87 -10.42
H 10.18 -9.94 -9.41
O 9.91 -7.01 -13.06
C 11.00 -7.25 -12.60
O 11.50 -8.45 -12.37
C 10.93 -9.60 -13.06
C 11.50 -10.82 -12.37
C 11.97 -6.16 -12.24
H 11.28 -9.58 -14.09
H 9.85 -9.52 -12.94
H 11.10 -11.71 -12.87
H 11.15 -10.93 -11.34
H 12.58 -10.82 -12.29
H 12.82 -6.44 -11.61
H 11.46 -5.55 -11.48
H 12.25 -5.41 -12.97
O 5.03 -11.54 -17.07
C 4.89 -12.76 -16.83
O 5.05 -13.68 -17.70
C 5.02 -13.34 -19.12
C 3.85 -14.07 -19.78
C 4.67 -13.22 -15.43
H 5.99 -13.59 -19.55
H 4.95 -12.28 -19.34
H 3.77 -13.77 -20.83
H 2.87 -13.80 -19.37
H 3.92 -15.15 -19.78
H 5.57 -13.08 -14.84
H 4.43 -14.28 -15.36
H 3.83 -12.63 -15.06
O 8.09 -5.21 -12.50
C 8.04 -4.91 -11.32
O 7.44 -3.85 -10.85
C 6.60 -3.05 -11.70
C 5.48 -2.47 -10.86
C 8.74 -5.66 -10.21
H 6.27 -3.73 -12.49
H 7.13 -2.21 -12.15
H 5.84 -1.97 -9.96
H 4.80 -3.30 -10.62
H 4.95 -1.74 -11.46
H 9.20 -6.60 -10.49
H 8.10 -5.81 -9.34
H 9.54 -4.97 -9.94

Mulliken atomic charge list, values in e, 2 entries: 1.742, 1.757